<A>
The molecule C5H9B, computed with ωB97M-V/def2-TZVPD.

As for the SMILES: C=C[C@@H]1CB1C. Its spin multiplicity is 1. The total charge is 0. The value obtained for the LUMO energy is 0.595 eV.

Bonds (Å) are listed after each position.
CARTESIAN COORDINATES (ANGSTROEM)
1 C -0.7870 -2.6415 0.9021  C2 1.365, H7 1.099, H8 1.063
2 C -0.1286 -1.5630 0.3853  C1 1.365, C3 1.441, H9 1.051
3 C -0.5983 -0.2005 0.3695  C2 1.441, C4 1.606, B5 1.577, H10 1.120
4 C -1.0668 0.5174 -0.9883  C3 1.606, B5 1.527, H11 1.094, H12 1.169
5 B 0.1310 1.0681 -0.2185  C3 1.577, C4 1.527, C6 1.566
6 C 1.3203 2.0580 -0.4578  B5 1.566, H13 1.121, H14 1.166, H15 1.033
7 H -1.8363 -2.6841 1.2245  C1 1.099
8 H -0.0777 -3.4045 1.1123  C1 1.063
9 H 0.9150 -1.6217 0.2778  C2 1.051
10 H -1.3763 -0.0849 1.1669  C3 1.120
11 H -0.9857 0.0684 -1.9823  C4 1.094
12 H -2.0756 1.1080 -0.9904  C4 1.169
13 H 1.6590 2.4820 0.5228  C6 1.121
14 H 1.0318 3.0378 -1.0193  C6 1.166
15 H 2.0428 1.6854 -1.0950  C6 1.033

---

<B>
The molecule C5H9B, computed with ωB97M-V/def2-TZVPD.

Its spin multiplicity is 1. The total charge is 0. The value obtained for the LUMO energy is 0.616 eV.

Bonds (Å) are listed after each position.
CARTESIAN COORDINATES (ANGSTROEM)
1 B 0.5673 -0.4518 0.4390  C4 1.514, C6 1.519
2 C -1.6587 -0.9177 0.4813  C3 1.310, H7 1.100
3 C -2.1163 0.1149 -0.1819  C2 1.310, C5 1.553, H8 1.139
4 C 0.3859 0.6888 -0.5395  B1 1.514, C5 1.563, H9 1.127, H10 1.180
5 C -1.0920 1.0010 -0.9423  C3 1.553, C4 1.563, H11 1.201, H12 1.128
6 C 1.8487 -1.0339 1.0105  B1 1.519, H13 1.121, H14 1.129, H15 1.022
7 H -2.1491 -1.6800 1.1052  C2 1.100
8 H -3.1465 0.5174 -0.4523  C3 1.139
9 H 1.0948 1.5518 -0.3917  C4 1.127
10 H 0.6656 0.1022 -1.5249  C4 1.180
11 H -1.2328 0.8834 -2.1288  C5 1.201
12 H -1.5286 1.9882 -0.6140  C5 1.128
13 H 1.7650 -2.1248 1.2541  C6 1.121
14 H 1.8682 -0.3730 1.9253  C6 1.129
15 H 2.5062 -0.9164 0.2373  C6 1.022

---

Least stable: <B>

---

<A>
A cluster of 2 separate species, CH3N3S in total, computed with ωB97M-V/def2-TZVPD.

As for the SMILES: [H]/N=N/[H].N=C=S. Its spin multiplicity is 1. The total charge is 0. The value obtained for the LUMO energy is 0.588 eV.

Bonds (Å) are listed after each position.
CARTESIAN COORDINATES (ANGSTROEM)
1 H -2.8695 -0.7338 -1.0392  N2 1.016
2 N -3.0539 -0.5400 -2.0193  H1 1.016, N3 1.257
3 N -2.1525 0.1695 -2.5336  N2 1.257, H4 1.018
4 H -2.4213 0.1481 -3.5148  N3 1.018
5 N 3.2023 0.1364 2.9193  C6 1.213, H8 1.043
6 C 2.3705 0.0372 2.0426  N5 1.213, S7 1.538
7 S 1.4624 -0.2901 0.8455  C6 1.538
8 H 3.4619 1.0728 3.2995  N5 1.043

---

<B>
A cluster of 2 separate species, CH3N3S in total, computed with ωB97M-V/def2-TZVPD.

As for the SMILES: N#[N+][S-].C=N. Its spin multiplicity is 1. The total charge is 0. The value obtained for the LUMO energy is 0.876 eV.

Bonds (Å) are listed after each position.
CARTESIAN COORDINATES (ANGSTROEM)
1 N -1.7220 -0.6054 -1.4896  N2 1.123
2 N -2.1569 -0.1231 -0.5733  N1 1.123, S3 1.514
3 S -2.7327 0.5431 0.6584  N2 1.514
4 C 1.4091 0.3530 0.4387  N5 1.232, H6 1.119, H7 1.149
5 N 0.7804 -0.6530 0.1050  C4 1.232, H8 0.966
6 H 2.4555 0.7113 0.2669  C4 1.119
7 H 0.7985 1.2152 0.8911  C4 1.149
8 H 1.1681 -1.4410 -0.2973  N5 0.966

---

Least stable: <A>